# 1
The following is a DFT calculation (ωB97M-V/def2-TZVPD) of a structure of composition C42H61AsClIN5O7Si3Sn.

Results
molar mass: 1188.2 g/mol
E_tot: -6513.98410 Eh
relative energy (zero: lowest compared OMol25 entry of this formula, charge and spin): 129.0 kJ/mol
charge: -1
HOMO (alpha / beta): -4.5 / -4.5 eV
frontier orbital gap (alpha / beta): 6.44 / 6.44 eV

Structure (XYZ):
```
122
Properties=species:S:1:pos:R:3:forces:R:3
Sn -2.269 0.052 1.158 1.80 0.40 0.56
O 0.432 1.560 1.427 -0.28 -0.38 -0.28
C 0.502 1.673 2.824 1.23 0.56 1.04
C 0.018 0.385 3.603 -0.86 -0.48 -1.01
O 0.802 -0.109 4.430 -1.48 -0.30 -0.63
O -1.183 0.004 3.239 1.91 0.24 1.16
C -0.341 2.865 3.383 0.87 -0.66 -0.79
C -0.787 2.796 4.690 -0.69 -0.01 1.06
C -1.540 3.829 5.249 0.38 0.34 -0.45
C -1.705 5.020 4.552 -0.12 -0.68 -0.96
C -1.235 5.104 3.234 -0.25 -0.30 0.10
C -0.577 4.018 2.637 0.28 0.72 0.06
C 2.000 1.931 3.174 -0.93 1.00 0.13
C 2.953 2.212 2.180 -0.39 -0.81 0.44
C 4.246 2.543 2.549 0.54 0.18 -0.12
C 4.620 2.601 3.894 -0.47 -0.60 -0.66
C 3.666 2.303 4.863 -0.05 0.40 0.14
C 2.341 2.053 4.521 0.46 -0.11 0.29
H 1.139 0.897 1.195 -1.04 0.39 0.13
H -0.599 1.939 5.355 -0.17 0.17 -0.76
H -2.029 3.694 6.200 0.18 -0.01 0.28
H -2.303 5.824 4.939 -0.10 0.22 0.26
H -1.494 5.996 2.659 0.38 -0.21 0.06
H -0.144 4.144 1.633 -0.43 -0.37 0.42
H 2.722 1.995 1.133 0.07 0.56 0.39
H 4.991 2.738 1.766 -0.28 -0.10 0.36
H 5.660 2.756 4.118 0.19 0.22 0.33
H 3.928 2.300 5.914 0.13 0.08 0.04
H 1.607 1.896 5.332 0.59 0.09 -0.83
C -4.203 3.531 -1.305 0.72 0.04 -1.24
C -3.760 2.530 -0.291 0.73 -1.73 0.16
N -2.893 1.549 -0.480 -1.58 1.75 -1.22
O -2.404 1.413 -1.790 0.11 -1.18 -0.08
C -4.305 2.552 1.025 0.68 -1.07 1.05
C -5.524 3.239 1.454 -0.78 2.36 0.35
N -3.611 1.861 1.942 -0.49 1.21 0.78
O -3.889 2.119 3.155 0.22 -0.96 -0.62
H -3.591 3.377 -2.232 -0.54 0.35 0.82
H -4.096 4.581 -0.936 -0.14 -0.92 -0.21
H -5.247 3.336 -1.588 0.16 0.19 0.22
H -2.384 0.407 -1.870 0.18 1.35 0.06
H -5.299 4.294 1.771 -0.12 -0.58 -0.10
H -6.020 2.825 2.351 0.51 -0.30 -0.63
H -6.249 3.364 0.637 0.13 -0.27 0.12
Cl -5.993 -6.282 2.372 -0.37 -1.21 0.55
C -5.411 -4.716 2.062 0.36 1.28 -0.35
C -6.352 -3.690 1.968 0.42 -1.93 0.33
C -5.951 -2.472 1.481 1.58 1.45 -0.38
I -7.381 -1.237 0.653 -0.28 0.57 0.19
C -4.568 -2.067 1.340 -0.69 -0.14 1.23
O -4.207 -0.813 1.343 -1.33 -1.44 -0.78
C -3.621 -3.171 1.329 -0.80 -1.93 0.17
N -2.397 -2.994 0.794 0.14 -0.20 -0.12
C -1.576 -4.019 0.674 -0.25 1.07 -0.08
C -1.881 -5.314 1.101 0.92 -0.03 0.10
C -3.113 -5.592 1.598 -0.71 -0.55 0.14
C -4.044 -4.536 1.700 -0.97 1.54 -0.22
H -7.387 -3.942 2.283 0.76 0.47 -0.67
H -0.642 -3.776 0.167 0.00 -0.23 0.20
H -1.071 -6.028 1.054 -0.21 -0.38 -0.14
H -3.438 -6.625 1.849 0.40 0.95 -0.09
O -2.928 -1.328 -1.463 -0.13 -0.28 -0.27
H -3.863 -1.204 -1.265 -0.07 0.04 0.01
H -2.627 -1.971 -0.783 0.09 0.31 -0.08
N 2.115 -0.652 1.361 0.60 -3.41 1.17
C 2.357 -1.700 1.869 -0.38 3.83 -1.69
N 2.775 -2.807 2.416 0.31 -0.57 0.22
C 1.802 -3.765 2.969 0.55 -0.43 -0.57
C 2.504 -4.550 4.068 0.21 0.14 0.04
C 3.708 -5.401 3.559 -0.09 0.91 0.70
C 4.531 -4.583 2.508 0.36 0.42 0.43
C 4.246 -3.059 2.533 -1.00 -0.26 0.40
H 1.453 -4.406 2.140 0.12 -0.12 0.33
H 0.921 -3.260 3.345 0.02 0.42 0.16
H 1.740 -5.131 4.584 0.19 -0.30 0.05
H 2.878 -3.814 4.800 -0.17 -0.23 -0.20
H 3.343 -6.305 3.089 -0.06 -0.27 -0.06
H 4.293 -5.701 4.471 -0.27 0.27 -1.02
H 4.363 -4.977 1.499 -0.17 0.18 0.18
H 5.617 -4.661 2.674 -0.30 -0.22 0.06
H 4.716 -2.563 1.691 0.11 0.01 -0.12
H 4.607 -2.565 3.455 -0.04 -0.40 -0.30
C 4.104 -0.166 -2.495 -2.06 -0.14 0.77
Si 2.686 -0.887 -3.607 1.06 0.38 0.56
C 2.391 -2.608 -2.970 -1.15 -0.63 0.61
C 3.403 -1.252 -5.299 0.13 -1.15 -0.13
As 0.762 0.403 -3.388 -0.23 0.05 -0.16
Si 1.573 2.647 -3.594 0.20 0.19 -0.11
C 2.215 3.304 -1.928 0.56 -0.45 0.36
C 0.111 3.768 -4.111 0.40 -0.05 -0.21
C 2.981 2.767 -4.901 0.13 0.64 0.29
Si -0.280 0.089 -5.516 -0.43 0.42 0.04
C 0.437 1.220 -6.882 -0.15 -0.93 -0.23
C -2.093 0.609 -5.210 -0.30 -0.74 0.33
C -0.262 -1.714 -6.192 0.24 -0.46 0.27
H 4.839 -0.939 -2.448 0.74 -0.51 0.18
H 3.707 0.031 -1.457 0.33 -0.39 -0.90
H 4.556 0.753 -2.800 0.28 0.58 -0.52
H 3.294 -3.204 -3.080 0.21 -0.03 0.01
H 1.580 -3.157 -3.500 0.44 0.44 0.17
H 2.104 -2.608 -1.906 0.12 0.02 -0.25
H 3.829 -2.304 -5.263 -0.19 1.22 0.05
H 4.199 -0.541 -5.519 -0.10 -0.02 -0.46
H 2.623 -1.318 -6.068 0.39 0.44 -0.04
H 1.728 2.855 -1.042 0.19 -0.10 -0.44
H 1.941 4.353 -1.860 0.07 0.34 -0.14
H 3.331 3.239 -1.786 -1.07 -0.08 -0.23
H -0.765 3.681 -3.469 0.13 -0.05 0.27
H -0.234 3.499 -5.110 0.03 0.02 -0.09
H 0.422 4.829 -4.154 -0.05 -0.43 0.12
H 3.958 2.431 -4.485 -0.68 0.18 -0.23
H 3.105 3.827 -5.247 -0.06 -0.75 0.33
H 2.750 2.168 -5.784 0.06 0.02 0.10
H 0.327 2.284 -6.697 0.03 0.02 0.08
H -0.118 0.970 -7.808 0.29 0.18 0.28
H 1.502 0.983 -7.046 -0.38 0.12 -0.03
H -2.244 1.647 -4.875 0.22 -0.24 -0.39
H -2.620 -0.004 -4.437 0.69 0.24 -0.45
H -2.639 0.392 -6.141 -0.01 0.41 0.08
H 0.731 -2.178 -6.050 -0.19 0.35 -0.21
H -0.500 -1.809 -7.291 -0.02 0.20 1.20
H -0.900 -2.384 -5.565 0.04 0.63 -0.66
```
Positions in Å, forces in eV/Å.

---

# 2
The following is a DFT calculation (ωB97M-V/def2-TZVPD) of a structure of composition C24H32MnN10O2PSSe.

Results
molar mass: 689.5 g/mol
E_tot: -5923.54751 Eh
relative energy (zero: lowest compared OMol25 entry of this formula, charge and spin): 161.6 kJ/mol
charge: +1
HOMO (alpha / beta): -9.3 / -9.4 eV
2S+1: 2
frontier orbital gap (alpha / beta): 6.17 / 6.26 eV

Structure (XYZ):
```
72
Properties=species:S:1:pos:R:3:forces:R:3
Mn 0.960 -0.318 0.118 0.55 -0.41 -0.83
C 5.237 -0.939 0.715 0.01 -0.09 -0.09
C 3.776 -0.927 0.400 0.16 0.74 0.29
N 3.053 0.137 0.339 -0.56 -1.19 -0.08
N 3.627 1.366 0.362 0.14 0.55 0.34
C 3.168 2.274 -0.529 -0.35 -0.02 -0.27
N 3.636 3.533 -0.404 0.23 -0.18 -0.01
S 2.078 1.836 -1.719 -0.10 -0.11 0.00
C 3.092 -2.134 -0.061 -0.70 -0.75 -0.12
C 3.639 -3.412 -0.003 0.36 0.49 0.18
C 3.030 -4.455 -0.665 -0.35 -0.16 -0.25
C 1.910 -4.180 -1.441 0.30 -0.09 0.20
C 1.380 -2.908 -1.382 -0.07 0.28 -0.14
N 1.890 -1.912 -0.656 0.46 -0.71 -0.06
H 5.548 -0.088 1.316 -0.04 0.01 0.04
H 5.814 -0.926 -0.213 0.00 -0.03 0.00
H 5.507 -1.837 1.266 0.00 0.00 0.00
H 4.393 1.569 0.986 -0.07 -0.04 0.10
H 4.466 3.719 0.137 -0.06 0.04 0.07
H 3.463 4.149 -1.180 -0.06 0.00 0.01
H 4.541 -3.577 0.568 0.01 -0.05 -0.04
H 3.414 -5.463 -0.597 0.11 0.04 -0.03
H 1.454 -4.938 -2.062 -0.06 0.00 0.05
H 0.503 -2.651 -1.957 -0.12 -0.05 0.08
C -2.467 5.035 -1.857 -0.03 0.07 0.05
N -1.792 4.029 -1.044 -0.07 -0.24 -0.17
C -1.149 4.397 0.100 0.09 -0.17 0.10
C -0.441 3.514 0.829 0.06 0.11 -0.01
C -0.341 2.175 0.318 0.10 -0.30 0.18
O 0.415 1.321 0.865 -0.36 1.76 1.04
N -1.070 1.804 -0.740 0.32 0.77 -0.55
C -1.818 2.684 -1.439 0.42 0.56 0.44
O -2.521 2.337 -2.392 -0.13 0.25 -0.29
H -3.292 5.484 -1.303 -0.01 -0.02 -0.02
H -2.851 4.548 -2.745 -0.02 0.01 0.00
H -1.760 5.813 -2.143 -0.01 -0.01 0.00
H -1.252 5.437 0.381 0.02 0.00 -0.04
H 0.078 3.786 1.734 -0.02 0.04 -0.03
Se 0.573 -1.783 2.132 0.09 0.25 -0.55
C 0.790 -0.777 3.748 -0.10 0.04 -0.29
C 0.404 0.554 3.861 0.04 0.01 0.20
C 0.627 1.205 5.065 -0.01 -0.10 -0.05
N 1.179 0.629 6.129 0.05 0.13 0.14
C 1.525 -0.650 6.016 -0.04 -0.06 -0.04
C 1.351 -1.396 4.859 0.02 0.08 -0.02
H -0.044 1.068 3.027 0.01 0.02 0.00
H 0.347 2.247 5.184 -0.02 0.00 -0.02
H 1.968 -1.099 6.898 0.00 -0.04 -0.02
H 1.651 -2.434 4.816 0.03 0.00 0.04
C -3.143 -2.460 -2.621 -0.05 -0.16 0.12
N -2.965 -0.976 -2.944 -0.01 -0.01 -0.09
C -4.074 -0.173 -2.244 -0.26 0.24 0.07
N -4.126 -0.486 -0.863 -0.20 -0.15 0.18
C -4.335 -1.911 -0.658 0.15 0.03 -0.12
N -3.228 -2.679 -1.222 -0.18 -0.14 0.00
C -1.975 -2.402 -0.504 0.16 0.17 -0.13
P -1.358 -0.624 -0.686 -0.10 -0.72 0.26
C -1.626 -0.477 -2.518 0.48 0.22 0.19
C -3.001 0.053 -0.100 -0.03 0.18 0.08
H -2.296 -2.994 -3.053 0.03 0.07 -0.03
H -4.064 -2.783 -3.109 -0.01 0.09 -0.04
H -3.062 -0.835 -3.950 0.00 -0.01 0.03
H -5.013 -0.433 -2.734 0.04 -0.16 -0.05
H -3.837 0.881 -2.398 0.00 -0.18 -0.04
H -5.264 -2.208 -1.149 0.01 -0.01 0.00
H -4.414 -2.124 0.406 0.01 0.01 0.01
H -1.224 -3.130 -0.805 0.04 -0.03 -0.05
H -2.144 -2.568 0.561 0.06 -0.01 0.02
H -0.849 -1.024 -3.052 -0.08 -0.16 -0.05
H -1.554 0.586 -2.770 -0.11 -0.27 -0.05
H -3.018 1.139 -0.176 -0.13 -0.41 0.11
H -3.117 -0.218 0.950 -0.02 -0.04 0.04
```
Positions in Å, forces in eV/Å.

---

# 3
The following is a DFT calculation (ωB97M-V/def2-TZVPD) of a structure of composition C32H37Br36FN2O3.

Results
molar mass: 3393.2 g/mol
E_tot: -94341.01529 Eh
relative energy (zero: lowest compared OMol25 entry of this formula, charge and spin): 0.0 kJ/mol
charge: 0
HOMO: -8.9 eV
frontier orbital gap: 7.80 eV

Structure (XYZ):
```
111
Properties=species:S:1:pos:R:3:forces:R:3
C 5.462 -3.142 2.543 0.06 0.54 -0.05
C 5.598 -1.714 2.008 0.14 -0.17 -0.17
C 4.495 -1.267 1.041 0.38 0.31 0.28
C 3.085 -1.310 1.608 0.43 0.14 0.01
N 2.861 -0.150 2.511 -0.46 -0.14 0.33
C 1.542 0.296 2.548 0.43 0.06 -0.58
C 0.988 0.967 1.528 -0.20 -0.33 0.21
F 1.697 1.252 0.438 0.00 0.14 0.01
C -0.403 1.474 1.549 0.29 0.06 0.02
O -0.699 2.409 0.840 -0.13 0.05 -0.24
C -1.326 0.787 2.500 -0.28 -0.29 0.30
C -2.718 0.781 2.350 -0.11 0.55 0.24
C -3.413 1.432 1.189 -0.18 -0.30 -0.82
C -3.609 0.405 0.045 -0.28 -0.10 0.74
C -4.712 -0.634 0.319 0.79 -0.41 0.16
C -4.117 -1.990 0.725 -0.03 -0.46 -1.23
N -5.095 -2.870 1.385 0.18 0.72 0.68
C -4.802 -3.200 2.702 -0.12 -0.39 0.15
C -5.924 -3.010 3.695 -0.35 -0.39 -0.19
O -3.729 -3.647 3.034 0.26 0.32 -0.03
C -3.496 0.130 3.310 0.18 -0.10 0.21
C -2.936 -0.532 4.394 0.22 -0.14 -0.96
C -1.551 -0.557 4.517 -0.18 -0.04 0.11
C -0.764 0.103 3.590 0.04 0.11 -0.13
C 0.719 0.050 3.753 -0.29 0.07 0.28
O 1.237 -0.218 4.815 0.16 -0.18 -0.07
H 5.805 -3.831 1.776 0.03 -0.22 0.12
H 6.055 -3.268 3.447 0.11 -0.15 -0.03
H 4.437 -3.403 2.784 -0.07 0.03 0.08
H 5.702 -0.983 2.812 -0.16 -0.03 0.12
H 6.543 -1.679 1.460 0.06 0.21 0.02
H 4.579 -1.807 0.098 -0.17 -0.20 0.04
H 4.693 -0.217 0.817 -0.05 0.01 -0.25
H 2.374 -1.289 0.786 -0.17 0.15 0.08
H 2.907 -2.215 2.192 -0.08 -0.20 -0.22
H 3.115 -0.399 3.461 0.12 -0.01 -0.01
H -2.842 2.250 0.771 0.05 0.10 0.27
H -4.387 1.822 1.486 -0.03 0.00 0.14
H -3.836 0.920 -0.886 0.22 0.11 -0.06
H -2.662 -0.135 -0.032 0.09 0.10 -0.52
H -5.230 -0.806 -0.619 -0.54 0.19 0.25
H -5.385 -0.312 1.115 -0.24 0.23 -0.22
H -3.205 -1.890 1.307 -0.18 -0.09 0.43
H -3.818 -2.477 -0.208 0.23 -0.02 0.03
H -6.042 -2.534 1.281 0.02 0.12 -0.02
H -6.294 -1.985 3.699 0.07 0.07 0.01
H -5.610 -3.312 4.687 0.11 0.04 0.03
H -6.757 -3.653 3.397 -0.09 0.05 0.03
H -4.573 0.153 3.199 -0.05 0.02 0.01
H -3.563 -1.054 5.098 -0.02 -0.07 0.02
H -1.088 -1.093 5.335 0.14 0.04 -0.01
C -2.750 5.665 -0.047 0.20 -0.07 -0.06
Br -2.826 7.568 -0.284 0.04 -0.08 -0.11
Br -3.192 5.126 1.740 -0.05 0.07 0.17
Br -3.843 4.728 -1.327 -0.05 0.00 -0.02
H -1.727 5.359 -0.218 0.00 -0.04 -0.03
C 7.129 0.862 -1.866 -0.05 0.01 0.02
Br 8.316 0.738 -0.360 -0.01 -0.01 0.00
Br 6.619 -0.876 -2.510 -0.01 -0.04 0.00
Br 5.594 1.957 -1.480 0.02 -0.03 0.00
H 7.680 1.340 -2.664 -0.08 -0.06 0.10
C 4.034 -6.445 0.440 -0.05 -0.01 0.02
Br 5.404 -7.773 0.224 0.05 0.04 0.09
Br 3.698 -6.055 2.296 -0.09 -0.26 -0.09
Br 4.432 -4.848 -0.560 -0.05 -0.06 -0.10
H 3.123 -6.858 0.031 -0.01 0.01 -0.01
C -2.487 3.740 -4.848 0.01 0.02 0.01
Br -3.793 2.801 -5.906 0.00 -0.01 0.02
Br -1.422 2.532 -3.799 0.00 -0.01 0.03
Br -1.391 4.896 -5.920 -0.05 -0.10 -0.11
H -3.031 4.366 -4.155 0.00 0.01 0.01
C 1.662 7.787 -4.082 0.02 -0.03 0.02
Br 1.635 9.448 -5.050 -0.01 -0.02 -0.01
Br -0.085 7.316 -3.435 -0.01 0.11 0.13
Br 2.433 6.366 -5.123 0.02 0.00 -0.03
H 2.295 7.930 -3.219 0.01 0.00 0.01
C -4.128 1.896 8.077 0.12 0.00 0.02
Br -4.824 3.537 7.355 0.00 -0.01 -0.01
Br -5.537 0.690 8.591 0.00 0.01 -0.01
Br -2.906 1.053 6.845 -0.18 0.42 0.48
H -3.580 2.147 8.973 0.00 0.00 0.01
C 10.906 1.101 -4.623 0.05 -0.05 0.01
Br 12.038 0.963 -3.076 -0.02 -0.01 -0.01
Br 10.336 -0.621 -5.251 -0.01 0.01 0.02
Br 9.402 2.258 -4.295 0.03 0.07 -0.04
H 11.489 1.558 -5.410 -0.01 0.02 -0.01
C 7.812 5.203 -6.380 0.02 0.00 0.05
Br 7.270 6.882 -7.139 -0.03 -0.02 0.01
Br 6.318 4.020 -6.114 0.01 0.00 0.01
Br 9.198 4.373 -7.422 0.01 0.03 -0.13
H 8.229 5.412 -5.405 0.01 0.01 0.01
C -6.006 -2.242 -3.402 0.00 0.07 0.04
Br -6.167 -0.327 -3.265 -0.02 -0.01 -0.13
Br -6.419 -3.090 -1.730 -0.06 -0.22 -0.09
Br -7.057 -2.956 -4.844 -0.02 0.04 -0.06
H -4.971 -2.457 -3.627 0.01 -0.02 0.00
C -8.997 -6.237 -5.197 0.00 0.04 0.05
Br -8.961 -5.899 -7.091 0.01 0.01 0.01
Br -10.549 -7.248 -4.681 0.01 0.00 -0.02
Br -7.373 -7.069 -4.597 0.01 -0.02 0.00
H -9.061 -5.278 -4.705 0.00 0.00 0.02
C 4.524 -10.239 -3.447 0.00 0.00 0.00
Br 4.346 -8.327 -3.569 -0.03 -0.01 0.01
Br 4.007 -10.900 -1.716 -0.01 0.01 -0.04
Br 3.568 -11.130 -4.858 -0.01 0.01 0.01
H 5.571 -10.470 -3.576 0.01 0.00 0.00
C -3.020 8.499 3.888 0.02 -0.06 -0.03
Br -1.571 9.641 3.347 -0.01 0.00 0.00
Br -3.468 8.744 5.743 0.00 0.00 -0.01
Br -4.552 8.717 2.750 -0.11 0.09 0.14
H -2.683 7.479 3.771 0.01 -0.01 -0.01
```
Positions in Å, forces in eV/Å.

---

# 4
The following is a DFT calculation (ωB97M-V/def2-TZVPD) of a structure of composition C16H6BiCl8F9N2O2Si.

Results
molar mass: 949.9 g/mol
E_tot: -5957.94452 Eh
relative energy (zero: lowest compared OMol25 entry of this formula, charge and spin): 178.6 kJ/mol
charge: 0
HOMO: -8.2 eV
frontier orbital gap: 7.76 eV

Structure (XYZ):
```
45
Properties=species:S:1:pos:R:3:forces:R:3
Bi 0.844 0.771 -0.080 -0.04 0.07 0.05
Cl 1.055 1.832 3.278 -0.05 -0.17 -0.14
C -0.461 2.192 2.519 -0.04 0.10 0.02
C -0.670 1.905 1.172 0.19 -0.05 0.09
C -1.798 2.438 0.569 -0.07 -0.03 -0.07
Cl -1.940 2.313 -1.149 -0.07 0.09 0.03
C -2.774 3.120 1.289 -0.06 0.01 -0.01
Cl -4.172 3.738 0.506 0.05 -0.03 0.00
C -2.598 3.302 2.659 0.02 -0.02 0.01
Cl -3.800 4.111 3.576 0.03 -0.02 -0.02
C -1.427 2.860 3.275 0.00 0.01 0.00
Cl -1.175 3.165 4.947 0.00 -0.02 -0.07
F -2.579 0.087 -4.366 -0.09 -0.09 -0.04
C -1.743 1.030 -4.784 0.10 -0.06 0.22
F -2.104 2.178 -4.196 -0.03 0.07 -0.06
F -1.880 1.160 -6.097 0.00 0.04 -0.14
C -0.285 0.674 -4.354 0.06 0.29 -0.19
O -0.283 0.368 -3.018 0.07 -0.35 0.28
C 0.621 1.954 -4.517 -0.21 -0.17 -0.07
F 1.909 1.629 -4.618 0.13 -0.08 0.07
F 0.487 2.747 -3.457 -0.02 0.07 0.09
F 0.288 2.648 -5.603 -0.01 0.03 -0.10
C 0.279 -0.482 -5.231 -0.19 0.12 0.13
F 0.481 -0.072 -6.482 0.04 0.04 -0.10
F -0.590 -1.493 -5.251 -0.04 -0.11 -0.05
F 1.429 -0.931 -4.746 0.10 -0.04 0.06
Cl 0.405 -2.445 -2.230 0.05 0.02 -0.09
Si -0.589 -0.727 -1.781 0.05 0.27 0.05
Cl -2.574 -1.072 -1.571 -0.03 0.02 -0.16
Cl -0.893 -2.664 0.845 0.05 -0.02 0.20
N 2.995 -4.150 4.683 0.02 0.07 0.01
C 1.883 -3.368 4.732 0.03 0.03 -0.02
O 1.135 -3.356 5.687 0.01 -0.01 0.00
C 1.634 -2.512 3.517 0.20 -0.09 -0.05
C 0.376 -2.093 3.305 -0.19 0.04 -0.13
C 0.041 -1.339 2.106 0.11 0.06 0.14
N 1.108 -0.776 1.431 0.12 0.01 0.02
C 2.375 -1.257 1.624 -0.07 0.04 -0.03
C 2.679 -2.132 2.604 -0.02 -0.04 0.15
H 3.151 -4.784 5.448 -0.02 -0.01 0.00
H 3.527 -4.268 3.842 -0.04 -0.02 -0.02
H -0.415 -2.361 3.991 0.02 0.03 0.00
H -0.810 -0.677 2.193 -0.06 -0.03 -0.04
H 3.146 -0.847 0.980 -0.05 -0.03 -0.01
H 3.711 -2.418 2.751 -0.04 -0.03 -0.01
```
Positions in Å, forces in eV/Å.

---

Among the records above, which one has the lowest relative energy (zero: lowest compared OMol25 entry of this formula, charge and spin)?
C32H37Br36FN2O3

---

Which formula does entry 3 have?
C32H37Br36FN2O3

---

Number 3 is which compound?
C32H37Br36FN2O3

---

Which of these has the lowest molar mass?
C24H32MnN10O2PSSe